1 | This record from the OMol25 dataset describes an isolated molecule of C2H6O3S2. The level of theory is ωB97M-V/def2-TZVPD.

XYZ file:
```
13
Properties=species:S:1:pos:R:3:mulliken_charge:R:1
S -3.441 0.044 -1.331 0.43
H -0.191 1.219 0.213 0.32
C 0.460 0.515 -0.159 -0.49
O -1.924 -0.410 -1.014 -0.34
H 1.224 -1.499 0.275 0.30
H -3.161 1.161 -2.112 0.13
C 0.436 -0.815 0.607 -1.05
O -0.714 1.400 -2.362 -0.53
S -0.442 0.112 -1.800 0.62
H 0.567 -0.763 1.644 0.37
H -0.503 -1.331 0.521 0.34
O -3.915 -0.765 -2.398 -0.49
H 1.465 0.724 -0.319 0.39
```

Values from the calculation:
gap between HOMO and LUMO = 10.033 eV
multiplicity = 1
net charge = 0

2 | This record from the OMol25 dataset describes a cluster of 2 separate species, C2H6O3S2 in total. The level of theory is ωB97M-V/def2-TZVPD.

XYZ file:
```
13
Properties=species:S:1:pos:R:3:mulliken_charge:R:1
H -1.904 1.172 0.215 0.25
H 2.237 -0.086 1.086 0.27
O 0.703 1.323 -0.502 -0.57
H 3.084 0.771 -1.370 0.32
S -3.213 -0.574 -0.476 0.39
O 2.754 -0.155 -1.246 -0.56
H 1.593 -1.893 0.699 0.33
C -2.736 0.646 0.532 -0.47
S 0.992 -0.065 -0.869 0.68
H 0.677 -0.571 1.441 0.35
C 1.407 -0.832 0.757 -0.82
O -2.040 -0.871 -1.294 -0.47
H -3.554 1.134 1.028 0.30
```

Values from the calculation:
gap between HOMO and LUMO = 8.994 eV
multiplicity = 1
net charge = 0

Least stable = 2

1 | This record from the OMol25 dataset describes a structure of composition C13H42MnO13. The level of theory is ωB97M-V/def2-TZVPD.

XYZ file:
```
69
Properties=species:S:1:pos:R:3:mulliken_charge:R:1
C -0.039 -0.268 -4.632 -0.19
H -0.711 1.699 3.001 0.36
C 2.173 -3.585 -1.263 -0.76
H 6.594 0.314 0.719 0.35
C -3.299 2.252 -2.535 -0.60
H 1.009 0.015 -4.726 0.25
H 3.201 1.401 -2.651 0.34
H -3.378 -2.726 -2.568 0.39
O -3.743 0.882 -2.295 -0.50
H -2.868 -0.374 4.343 0.35
H -3.619 0.401 -3.116 0.29
H 3.019 -0.157 -3.508 0.27
C 4.659 0.732 1.494 1.15
H -1.631 6.611 0.547 0.29
O -2.475 -4.368 2.534 -0.54
O 4.734 0.057 2.545 -0.78
H -1.173 -4.494 0.879 0.35
H -1.509 -0.316 0.033 0.12
H -0.211 4.755 0.903 0.29
O -1.309 2.327 3.414 -0.43
H -1.777 4.577 1.603 0.27
H -1.445 3.848 -0.030 -0.09
O 0.970 -2.822 -1.005 -0.15
O 4.074 -0.219 -1.778 -0.56
C 3.010 0.334 -2.536 -0.55
O -1.449 -3.335 -2.451 -0.53
H -1.714 -0.211 3.077 0.03
C -1.369 -3.894 1.768 -0.14
H -2.641 -2.487 -1.014 0.05
C -2.432 -2.486 -2.084 -0.12
H 0.086 2.459 4.908 0.25
H -0.377 -0.221 -3.597 -0.13
H -3.268 -4.053 2.094 0.32
H 2.989 -3.062 -1.762 0.27
H -0.501 -1.801 4.295 0.25
C -0.874 0.570 0.033 -0.74
O -1.246 -1.419 4.765 -0.48
H -1.437 3.159 5.332 0.28
O -1.708 5.848 -0.031 -0.55
C -2.144 -0.943 3.760 -0.38
O -0.896 0.519 -5.420 -0.53
H -2.226 2.218 -2.723 0.20
H 2.108 -0.020 -2.037 0.16
C 0.335 0.245 0.886 1.19
H -0.498 0.853 -0.950 0.39
H -0.653 0.461 -6.347 0.28
O 0.436 0.836 2.007 -0.97
O 3.545 1.058 1.022 -0.71
C -0.989 2.333 4.780 -0.65
H -0.463 -3.768 2.360 0.25
H 6.433 1.957 1.295 0.33
H -2.105 -1.470 -2.304 -0.12
H 1.159 -2.096 -0.405 0.23
O 1.211 -0.596 0.603 -0.73
H 4.004 0.158 -0.897 0.23
H 5.759 1.478 -0.291 0.35
H 1.925 -4.513 -1.779 0.29
H -2.556 -1.747 3.150 0.21
C 5.920 1.170 0.742 -1.10
H -3.777 2.845 -3.314 0.36
C -1.268 4.685 0.645 -0.20
H -0.706 -3.092 -1.895 0.44
H -3.430 2.925 -1.688 0.24
H -0.117 -1.283 -5.021 0.33
Mn 2.348 -0.211 2.390 0.80
H 2.600 -3.868 -0.301 0.30
H -1.601 -2.909 1.365 -0.23
H -1.441 1.435 0.377 0.14
H -1.225 1.398 5.287 0.23
```

Values from the calculation:
gap between HOMO and LUMO (spin up / spin down) = 8.072 / 7.708 eV
multiplicity = 6
net charge = 0

2 | This record from the OMol25 dataset describes a structure of composition C13H42MnO13. The level of theory is ωB97M-V/def2-TZVPD.

XYZ file:
```
69
Properties=species:S:1:pos:R:3:mulliken_charge:R:1
O -0.355 0.287 0.677 1.01
O 4.236 -1.067 -3.451 -0.52
O 1.191 -3.486 1.721 -0.59
H 2.186 -0.686 -3.526 0.04
H 4.220 0.807 -1.072 0.38
H -0.455 3.203 5.520 0.34
H -0.235 -3.827 0.330 0.33
O -1.706 -0.698 2.978 -0.50
H 1.768 0.188 2.441 0.23
H 4.439 -0.449 -4.159 0.30
H -2.456 -0.760 0.536 -0.19
C 0.010 2.352 5.030 -1.09
H 0.963 -2.588 -0.148 0.03
C -3.152 3.579 0.937 -0.75
H -4.060 3.581 0.336 0.28
O 3.824 2.914 -1.102 -0.55
H -0.879 -1.507 -1.140 -0.19
O -4.106 0.386 -0.014 -0.62
H 2.710 -2.317 -2.949 0.17
H 3.865 1.542 -2.620 0.24
H 0.827 4.249 -3.199 0.21
C -0.981 -1.562 3.854 -0.63
O -2.306 2.497 0.523 -0.13
H -0.302 -2.198 1.028 0.04
H 2.449 3.563 -3.466 0.25
C -0.084 2.520 3.545 1.13
H -3.870 -1.082 1.474 0.22
O 2.277 -0.626 2.511 -0.51
H -3.735 -1.674 -0.228 0.28
H 0.605 -0.903 -1.909 -0.23
H -2.913 1.737 0.472 0.14
H 3.282 -1.879 1.285 0.42
H -0.918 -2.585 3.468 0.25
H 1.667 -2.738 2.096 0.33
Mn -0.148 2.561 0.971 0.54
O -3.483 -5.027 -1.506 -0.51
O 0.862 2.225 -3.732 -0.52
C 3.625 1.585 -1.556 -0.34
C -0.214 0.466 -0.554 1.12
H 1.381 3.862 -4.835 0.28
H -4.892 0.157 -0.513 0.31
H 0.666 2.036 -2.804 0.33
C 1.404 3.535 -3.796 -0.59
H 2.505 -0.580 0.430 0.11
H -3.722 -3.704 -3.102 0.28
H -2.619 4.518 0.801 0.27
H 4.002 -0.264 1.364 0.33
H 1.051 2.309 5.348 0.33
O -0.995 3.203 3.042 -0.68
H -0.477 1.420 5.311 0.20
H -4.261 -5.494 -1.822 0.29
C -3.538 -0.853 0.463 -0.06
H 2.579 1.273 -1.481 -0.07
C 0.371 -2.993 0.683 -0.12
C 3.056 -0.812 1.352 -0.67
C 2.896 -1.510 -3.652 -0.29
O 0.727 1.899 2.786 -0.86
C -0.388 -0.629 -1.544 -0.64
C -2.944 -4.275 -2.584 -0.21
H -1.072 -0.404 2.308 -0.10
H -1.497 -1.599 4.814 0.32
H -2.212 -3.575 -2.190 -0.15
H -0.941 -0.261 -2.410 0.53
H -2.451 -4.907 -3.331 0.32
O 0.165 1.616 -0.976 -1.00
H -3.394 3.491 1.996 0.28
H 3.160 3.069 -0.428 0.30
H 2.755 -1.909 -4.663 0.34
H 0.038 -1.204 4.031 0.20
```

Values from the calculation:
gap between HOMO and LUMO (spin up / spin down) = 9.220 / 8.750 eV
multiplicity = 6
net charge = 0

Least stable = 1

1 | This record from the OMol25 dataset describes the ion C7H16N3 with charge +1. The level of theory is ωB97M-V/def2-TZVPD.

XYZ file:
```
26
Properties=species:S:1:pos:R:3:mulliken_charge:R:1
H 0.651 -2.198 0.954 0.32
H 0.541 -1.871 -1.968 0.33
H 0.451 -3.417 -0.984 0.30
C -1.336 -0.311 0.243 0.42
H 1.563 1.377 2.301 0.41
C -2.768 -0.034 0.475 -1.54
C -0.900 1.541 -1.119 -0.96
N -0.838 -1.451 0.170 -0.79
C 1.154 0.398 1.906 -1.29
H 2.547 1.830 0.217 0.39
H -3.245 0.466 -0.333 0.35
C 0.808 -2.313 -1.069 -0.88
N -0.421 0.732 -0.014 0.12
C 1.871 1.297 -0.434 -1.32
H 0.159 -0.012 2.476 0.29
H -3.283 -0.893 0.765 0.42
H -2.813 0.783 1.186 0.40
H 1.395 1.932 -1.107 0.40
N 0.485 -1.570 0.139 0.13
H -1.137 0.807 -1.922 0.43
H 2.403 0.640 -1.025 0.34
H -1.811 2.137 -0.929 0.27
H 1.929 -0.320 2.025 0.35
H -0.128 2.179 -1.345 0.30
C 0.795 0.686 0.473 1.45
H 1.930 -2.416 -1.082 0.33
```

Values from the calculation:
gap between HOMO and LUMO = 9.392 eV
multiplicity = 1
SMILES = CN/N=C(/C)[N+](C)=C(C)C
net charge = +1

2 | This record from the OMol25 dataset describes the ion C7H16N3 with charge +1. The level of theory is ωB97M-V/def2-TZVPD.

XYZ file:
```
26
Properties=species:S:1:pos:R:3:mulliken_charge:R:1
H 2.953 -1.079 1.063 0.30
H -3.687 2.076 -0.010 0.30
H -0.565 -2.753 0.241 0.50
H 0.313 -1.048 -1.515 0.65
H 0.615 1.905 -1.049 0.42
N -2.277 -0.769 -0.396 -0.21
H 1.514 0.899 -2.105 0.41
H -2.120 1.307 0.507 0.26
C -0.316 -1.813 0.433 -0.71
C 0.876 0.814 1.246 -1.42
H -2.570 -1.732 -0.712 0.27
H 2.720 -1.317 -0.667 0.51
C 2.645 -0.611 0.058 -1.79
H -0.101 1.235 1.005 0.14
N -3.056 1.270 0.239 -0.27
C -3.277 0.078 -0.293 0.01
C 1.487 1.315 -1.075 -1.64
H -4.358 -0.248 -0.562 0.33
H 2.521 1.849 -0.828 0.37
H 0.145 -1.738 1.369 0.23
H 3.542 -0.050 -0.135 0.47
C 0.210 -0.738 -0.517 -0.51
C 1.321 0.194 -0.086 1.52
H 0.775 0.125 2.053 0.36
H 1.758 1.448 1.511 0.47
N -1.067 -0.618 0.225 0.03
```

Values from the calculation:
gap between HOMO and LUMO = 10.123 eV
multiplicity = 1
SMILES = CC(C)(C)[C@H]1CN1NC=[NH2+]
net charge = +1

Least stable = 2

1 | This record from the OMol25 dataset describes an isolated molecule of CH4N2O2. The level of theory is ωB97M-V/def2-TZVPD.

XYZ file:
```
9
Properties=species:S:1:pos:R:3:mulliken_charge:R:1
H 0.888 -0.264 1.565 0.30
C -0.357 0.475 0.109 0.50
O 1.313 -1.175 -0.190 -0.48
H 0.132 -0.212 -1.636 0.35
N -0.913 -0.133 -1.037 -0.61
H -1.444 0.633 -1.796 0.33
H 0.672 -1.944 -0.353 0.36
O -1.036 1.187 0.879 -0.60
N 0.867 -0.032 0.473 -0.14
```

Values from the calculation:
gap between HOMO and LUMO = 10.562 eV
multiplicity = 1
SMILES = NC(=O)NO
net charge = 0

2 | This record from the OMol25 dataset describes an isolated molecule of CH4N2O2. The level of theory is ωB97M-V/def2-TZVPD.

XYZ file:
```
9
Properties=species:S:1:pos:R:3:mulliken_charge:R:1
H -0.190 0.406 0.918 0.33
H -1.434 -0.536 -1.089 0.23
N 0.039 0.496 -1.219 0.66
H 1.370 0.878 0.188 0.35
O 0.730 1.319 -1.852 -0.61
O -1.176 -0.364 -3.003 -0.55
H 0.657 -0.872 0.241 0.28
C 0.522 0.240 0.179 -0.80
N -0.820 -0.295 -1.806 0.11
```

Values from the calculation:
gap between HOMO and LUMO (spin up / spin down) = 9.137 / 8.922 eV
multiplicity = 1
net charge = 0

Least stable = 2